[1]
{"formula": "C24H48Cl24", "method": "ωB97M-V with the def2-TZVPD basis set", "species": ["Cl", "C", "C", "Cl", "H", "H", "H", "H", "Cl", "C", "C", "Cl", "H", "H", "H", "H", "Cl", "C", "C", "Cl", "H", "H", "H", "H", "Cl", "C", "C", "Cl", "H", "H", "H", "H", "Cl", "C", "C", "Cl", "H", "H", "H", "H", "Cl", "C", "C", "Cl", "H", "H", "H", "H", "Cl", "C", "C", "Cl", "H", "H", "H", "H", "Cl", "C", "C", "Cl", "H", "H", "H", "H", "Cl", "C", "C", "Cl", "H", "H", "H", "H", "Cl", "C", "C", "Cl", "H", "H", "H", "H", "Cl", "C", "C", "Cl", "H", "H", "H", "H", "Cl", "C", "C", "Cl", "H", "H", "H", "H"], "positions_angstrom": [[-5.62, 3.08, -0.43], [-4.81, 2.98, 1.10], [-5.29, 1.84, 1.94], [-4.82, 0.24, 1.19], [-5.01, 3.91, 1.65], [-3.73, 2.99, 0.96], [-6.36, 1.84, 1.98], [-4.77, 1.88, 2.88], [5.40, 2.26, 0.54], [4.96, 2.02, 2.28], [4.07, 0.87, 2.44], [3.24, 1.02, 4.07], [4.49, 2.93, 2.64], [5.89, 1.88, 2.83], [4.61, -0.07, 2.45], [3.27, 0.85, 1.71], [-7.23, -2.46, -0.92], [-5.52, -2.38, -1.51], [-4.72, -3.49, -0.91], [-2.97, -3.22, -1.23], [-5.09, -1.44, -1.21], [-5.56, -2.51, -2.58], [-5.03, -4.45, -1.30], [-4.84, -3.49, 0.16], [3.17, 6.50, 0.20], [2.92, 4.78, 0.57], [1.69, 4.53, 1.44], [0.17, 5.05, 0.68], [3.84, 4.44, 1.03], [2.85, 4.23, -0.37], [1.78, 5.04, 2.39], [1.56, 3.46, 1.58], [-1.29, 3.47, 5.34], [0.05, 2.30, 5.39], [0.95, 2.54, 6.56], [1.92, 4.02, 6.36], [0.62, 2.41, 4.48], [-0.37, 1.30, 5.45], [1.58, 1.67, 6.70], [0.35, 2.71, 7.46], [-5.74, 1.12, -5.53], [-4.58, 0.47, -4.35], [-4.60, 1.31, -3.12], [-3.21, 0.82, -2.08], [-3.60, 0.49, -4.79], [-4.92, -0.52, -4.12], [-5.49, 1.11, -2.53], [-4.50, 2.36, -3.33], [6.05, -2.13, 0.29], [5.97, -1.15, -1.21], [4.56, -0.77, -1.46], [4.48, 0.35, -2.87], [6.41, -1.71, -2.03], [6.58, -0.28, -1.00], [4.19, -0.17, -0.65], [3.92, -1.63, -1.57], [-1.17, 2.17, -4.42], [-0.08, 3.06, -3.35], [1.33, 2.80, -3.89], [2.60, 3.70, -3.02], [-0.20, 2.73, -2.32], [-0.37, 4.10, -3.38], [1.40, 3.08, -4.93], [1.55, 1.74, -3.78], [1.16, -2.10, -4.27], [-0.57, -2.46, -4.04], [-1.35, -2.13, -5.25], [-3.09, -2.57, -4.89], [-0.97, -1.92, -3.18], [-0.66, -3.52, -3.82], [-1.11, -2.78, -6.08], [-1.30, -1.08, -5.51], [-0.47, -3.02, 3.62], [-0.22, -3.36, 5.35], [-0.80, -4.66, 5.70], [-0.56, -4.89, 7.45], [-0.69, -2.59, 5.95], [0.85, -3.34, 5.55], [-0.30, -5.48, 5.22], [-1.86, -4.68, 5.54], [1.46, 0.76, -0.88], [0.67, -0.58, 0.03], [-0.40, -0.08, 0.99], [0.15, 1.24, 2.10], [1.43, -1.09, 0.60], [0.24, -1.18, -0.75], [-0.76, -0.86, 1.66], [-1.29, 0.32, 0.51], [4.91, -4.85, -1.73], [3.48, -4.53, -2.77], [2.24, -4.67, -1.99], [2.17, -3.43, -0.70], [3.51, -5.29, -3.56], [3.63, -3.57, -3.24], [2.26, -5.64, -1.50], [1.37, -4.55, -2.61]], "e_above_lowest_kcal_mol": 7.9, "fmax_ha_per_bohr": 0.0293, "total_charge": 0, "smiles": "ClCCCl.ClCCCl.ClCCCl.ClCCCl.ClCCCl.ClCCCl.ClCCCl.ClCCCl.ClCCCl.ClCCCl.ClCCCl.ClCCCl", "orbital_gap_ev": 10.598, "lumo_energy_ev": 0.170, "e_tot_ev": -326208.3627}

---

[2]
{"formula": "C32H26N4O4", "method": "ωB97M-V with the def2-TZVPD basis set", "species": ["C", "C", "C", "C", "C", "N", "O", "O", "C", "C", "C", "C", "C", "C", "N", "O", "O", "C", "C", "H", "H", "H", "H", "H", "H", "H", "H", "H", "C", "N", "C", "C", "C", "C", "C", "N", "C", "C", "C", "C", "C", "C", "C", "C", "C", "C", "C", "C", "C", "H", "H", "H", "H", "H", "H", "H", "H", "H", "H", "H", "H", "H", "H", "H", "H", "H"], "positions_angstrom": [[0.84, 3.32, -1.27], [1.71, 3.16, 0.01], [3.05, 2.76, -0.09], [3.84, 2.63, 1.04], [3.21, 2.61, 2.30], [3.84, 1.95, 3.39], [3.16, 1.74, 4.41], [5.03, 1.58, 3.29], [1.90, 3.07, 2.44], [1.18, 3.37, 1.29], [-0.65, 3.29, -0.89], [-1.15, 2.10, -0.31], [-2.48, 1.99, 0.05], [-3.35, 3.05, -0.24], [-4.75, 2.95, 0.01], [-5.50, 3.79, -0.55], [-5.21, 2.05, 0.75], [-2.88, 4.23, -0.83], [-1.51, 4.39, -1.04], [1.05, 2.40, -1.86], [3.50, 2.55, -1.05], [4.92, 2.52, 1.00], [1.49, 3.18, 3.44], [0.16, 3.74, 1.41], [-0.47, 1.26, -0.13], [-2.89, 1.09, 0.51], [-3.59, 5.00, -1.12], [-1.15, 5.37, -1.37], [-2.48, 4.13, -5.62], [-1.19, 4.45, -5.04], [-0.72, 3.94, -3.86], [0.43, 4.62, -3.46], [1.21, 4.49, -2.16], [2.68, 4.57, -2.49], [3.32, 4.01, -3.58], [4.65, 4.39, -3.58], [5.52, 4.21, -4.72], [4.89, 5.19, -2.46], [3.67, 5.30, -1.73], [3.69, 5.92, -0.48], [4.92, 6.30, 0.06], [6.12, 6.15, -0.66], [6.11, 5.62, -1.96], [0.74, 5.55, -4.54], [-0.30, 5.42, -5.51], [-0.26, 5.97, -6.78], [0.89, 6.70, -7.11], [1.92, 6.88, -6.18], [1.82, 6.37, -4.87], [-2.51, 4.59, -6.62], [-2.61, 3.05, -5.70], [-3.31, 4.52, -5.01], [-1.26, 3.15, -3.37], [1.03, 5.42, -1.58], [2.90, 3.43, -4.40], [6.55, 4.43, -4.43], [5.44, 3.17, -5.07], [5.22, 4.88, -5.54], [2.75, 6.06, 0.07], [4.97, 6.69, 1.08], [7.06, 6.45, -0.20], [7.01, 5.49, -2.55], [-1.08, 5.81, -7.49], [0.99, 7.15, -8.10], [2.82, 7.43, -6.48], [2.59, 6.58, -4.14]], "e_above_lowest_kcal_mol": 126.8, "fmax_ha_per_bohr": 0.0690, "total_charge": 0, "smiles": "Cn1cc(C(c2cn(C)c3ccccc23)C(c2ccc([N+](=O)[O-])cc2)c2ccc([N+](=O)[O-])cc2)c2ccccc21", "orbital_gap_ev": 6.941, "lumo_energy_ev": -0.989, "e_tot_ev": -47750.8679}

---

[3]
{"formula": "C40H100N8O2", "method": "ωB97M-V with the def2-TZVPD basis set", "species": ["O", "C", "N", "C", "H", "H", "H", "H", "H", "O", "C", "N", "C", "H", "H", "H", "H", "H", "C", "C", "N", "C", "C", "C", "C", "H", "H", "H", "H", "H", "H", "H", "H", "H", "H", "H", "H", "H", "H", "H", "C", "C", "N", "C", "C", "C", "C", "H", "H", "H", "H", "H", "H", "H", "H", "H", "H", "H", "H", "H", "H", "H", "C", "C", "N", "C", "C", "C", "C", "H", "H", "H", "H", "H", "H", "H", "H", "H", "H", "H", "H", "H", "H", "H", "C", "C", "N", "C", "C", "C", "C", "H", "H", "H", "H", "H", "H", "H", "H", "H", "H", "H", "H", "H", "H", "H", "C", "C", "N", "C", "C", "C", "C", "H", "H", "H", "H", "H", "H", "H", "H", "H", "H", "H", "H", "H", "H", "H", "C", "C", "N", "C", "C", "C", "C", "H", "H", "H", "H", "H", "H", "H", "H", "H", "H", "H", "H", "H", "H", "H"], "positions_angstrom": [[13.54, -17.19, -13.02], [13.66, -16.78, -14.18], [14.55, -17.36, -15.01], [12.73, -15.73, -14.69], [14.57, -17.11, -16.01], [15.21, -17.98, -14.59], [11.69, -16.03, -14.54], [12.91, -15.49, -15.74], [12.93, -14.85, -14.08], [16.13, -22.09, -18.19], [15.66, -22.05, -17.06], [14.43, -22.54, -16.78], [16.43, -21.52, -15.87], [13.86, -22.20, -16.03], [13.95, -22.93, -17.59], [15.76, -21.02, -15.18], [17.18, -20.83, -16.24], [16.91, -22.40, -15.44], [12.39, -17.21, -18.28], [13.49, -16.17, -18.51], [14.81, -16.50, -17.94], [15.81, -15.49, -18.17], [15.45, -14.10, -17.67], [15.25, -17.83, -18.37], [16.55, -18.32, -17.71], [11.46, -16.86, -18.71], [12.27, -17.47, -17.24], [12.71, -18.06, -18.89], [13.66, -15.82, -19.54], [13.15, -15.29, -17.97], [16.14, -15.43, -19.22], [16.69, -15.77, -17.58], [15.13, -14.06, -16.63], [14.69, -13.62, -18.29], [16.31, -13.44, -17.75], [14.51, -18.58, -18.09], [15.35, -17.85, -19.46], [17.41, -17.73, -18.02], [16.37, -18.34, -16.64], [16.65, -19.37, -17.99], [14.51, -7.35, -19.21], [14.74, -7.64, -17.73], [15.74, -8.66, -17.42], [15.33, -10.04, -17.61], [13.86, -10.32, -17.32], [17.04, -8.38, -18.01], [18.18, -9.08, -17.24], [13.89, -6.51, -19.50], [14.18, -8.30, -19.65], [15.50, -7.19, -19.64], [15.05, -6.68, -17.28], [13.82, -7.93, -17.24], [15.58, -10.39, -18.63], [15.92, -10.71, -16.97], [13.61, -11.38, -17.28], [13.65, -9.89, -16.34], [13.20, -9.87, -18.06], [17.18, -7.30, -18.02], [17.07, -8.78, -19.04], [18.20, -8.89, -16.17], [19.13, -8.77, -17.67], [18.06, -10.13, -17.49], [21.69, -13.94, -21.59], [21.14, -14.12, -20.17], [20.00, -13.25, -19.90], [18.73, -13.83, -20.26], [17.60, -12.79, -20.34], [20.03, -12.54, -18.60], [19.47, -13.28, -17.41], [20.91, -14.20, -22.31], [22.53, -14.61, -21.74], [21.97, -12.89, -21.70], [20.87, -15.17, -19.97], [21.97, -13.90, -19.50], [18.82, -14.31, -21.24], [18.49, -14.63, -19.54], [16.63, -13.16, -20.64], [17.46, -12.44, -19.31], [17.95, -11.96, -20.95], [19.36, -11.71, -18.86], [20.98, -12.02, -18.47], [18.57, -13.87, -17.62], [19.32, -12.62, -16.56], [20.13, -14.02, -16.94], [17.28, -17.29, -21.84], [18.10, -18.55, -21.62], [19.46, -18.34, -21.13], [20.26, -17.38, -21.88], [20.42, -17.78, -23.34], [19.48, -18.04, -19.71], [20.85, -18.23, -19.01], [16.41, -17.57, -22.46], [17.74, -16.51, -22.43], [16.84, -16.84, -20.94], [17.54, -19.33, -21.10], [18.21, -19.01, -22.61], [19.84, -16.37, -21.77], [21.23, -17.34, -21.40], [21.28, -17.24, -23.75], [20.73, -18.83, -23.39], [19.58, -17.65, -24.01], [18.80, -18.73, -19.20], [19.09, -17.03, -19.52], [21.34, -19.01, -19.59], [20.71, -18.68, -18.03], [21.39, -17.31, -18.82], [9.79, -18.09, -20.92], [8.89, -17.92, -19.68], [7.74, -18.82, -19.75], [7.09, -19.09, -18.47], [6.29, -17.92, -17.94], [6.88, -18.62, -20.90], [5.86, -19.71, -21.15], [9.51, -17.40, -21.72], [9.78, -19.13, -21.23], [10.82, -17.85, -20.66], [9.49, -18.21, -18.80], [8.55, -16.92, -19.38], [7.81, -19.51, -17.77], [6.44, -19.95, -18.64], [6.05, -18.07, -16.88], [5.36, -17.82, -18.50], [6.80, -16.96, -17.97], [6.34, -17.66, -20.75], [7.46, -18.40, -21.80], [5.14, -19.80, -20.34], [5.31, -19.40, -22.04], [6.29, -20.69, -21.35], [17.53, -14.87, -14.43], [18.39, -15.25, -13.23], [19.81, -14.95, -13.36], [20.60, -15.60, -12.33], [22.11, -15.62, -12.65], [20.09, -13.55, -13.57], [19.91, -12.66, -12.33], [17.93, -15.30, -15.36], [17.50, -13.80, -14.66], [16.52, -15.27, -14.36], [17.93, -14.79, -12.33], [18.39, -16.34, -13.12], [20.38, -15.13, -11.36], [20.24, -16.61, -12.11], [22.29, -15.82, -13.70], [22.49, -14.66, -12.31], [22.56, -16.39, -12.03], [19.64, -13.12, -14.47], [21.16, -13.42, -13.79], [20.63, -12.94, -11.57], [18.89, -12.76, -11.93], [19.98, -11.59, -12.53]], "e_above_lowest_kcal_mol": 0.0, "fmax_ha_per_bohr": 0.0479, "total_charge": 0, "smiles": "CCN(CC)CC.CCN(CC)CC.CCN(CC)CC.CCN(CC)CC.CCN(CC)CC.CCN(CC)CC.CC(N)=O.CC(N)=O", "orbital_gap_ev": 8.478, "lumo_energy_ev": 0.431, "e_tot_ev": -59116.2875}

---

[4]
{"formula": "C2H5FO", "method": "ωB97M-V with the def2-TZVPD basis set", "species": ["C", "C", "O", "F", "H", "H", "H", "H", "H"], "positions_angstrom": [[-0.41, 0.50, -0.32], [0.74, -0.63, -0.01], [1.10, -1.28, -1.06], [2.78, -0.97, -2.11], [-0.18, 1.47, 0.00], [-0.61, 0.50, -1.44], [-1.42, 0.23, 0.22], [0.26, -1.32, 0.84], [1.43, -0.02, 0.62]], "e_above_lowest_kcal_mol": 143.1, "fmax_ha_per_bohr": 0.1042, "total_charge": 0, "orbital_gap_ev": [7.491, 7.656], "lumo_energy_ev": [-3.626, -3.557], "e_tot_ev": -6913.4052}